# C2H8N2O2

2 unconnected molecules or ions with the total composition C2H8N2O2 (ωB97M-V/def2-TZVPD, the OMol25 dataset).

Geometry (Å):
O1 -1.17 2.39 0.20
C1 -0.58 1.75 1.07
N1 0.28 0.80 0.76
C2 0.55 0.68 -0.68
N2 -0.05 -0.51 -1.22
H1 -0.65 1.92 2.15
H2 0.84 0.39 1.50
H3 0.08 1.57 -1.18
H4 1.62 0.64 -0.81
H5 0.28 -0.59 -2.18
H6 -1.06 -0.54 -1.17
H7 0.21 -2.22 0.08
H8 -0.61 -3.21 0.93
O2 0.27 -3.07 0.55

Computed properties:
Spin multiplicity ... 2
Total charge ... +1
Largest force on an atom ... 1.83 eV/Å
Frontier orbital gap (alpha / beta) ... 0.4121 / 0.1899 hartree